1.
ORCA calculation (ωB97M-V with the def2-TZVPD basis set) on a cluster of 2 separate species, C33H35N4OS in total.

Structure (XYZ):
```
74
C33H35N4OS, DFT ωB97M-V with the def2-TZVPD basis set
C 0.147 -4.605 0.075
C 0.798 -5.974 0.212
N 2.194 -5.659 0.102
C 3.291 -6.580 0.261
C 4.530 -5.722 0.034
S 4.080 -3.952 0.058
C 2.373 -4.307 0.025
N 1.254 -3.622 -0.050
H -0.519 -4.627 -0.791
H -0.447 -4.370 0.966
H 0.590 -6.440 1.186
H 0.513 -6.665 -0.590
H 3.286 -7.039 1.257
H 3.195 -7.385 -0.476
H 5.309 -5.918 0.773
H 4.910 -5.901 -0.977
C -2.467 3.040 2.929
N -1.258 2.352 2.530
C -0.172 2.214 3.355
O -0.063 2.675 4.488
C 0.874 1.392 2.599
C 1.166 0.035 3.230
C -0.084 -0.787 3.397
C -0.888 -0.569 4.521
C -2.096 -1.255 4.670
C -2.512 -2.159 3.690
C -1.683 -2.412 2.591
C -0.436 -1.781 2.479
N 0.268 1.268 1.278
C 0.795 0.536 0.282
C 0.096 0.271 -0.890
C 0.764 -0.054 -2.062
C 0.150 -0.109 -3.362
C 0.932 0.005 -4.545
C 0.342 -0.072 -5.804
C -1.048 -0.243 -5.924
C -1.839 -0.316 -4.769
C -1.257 -0.234 -3.503
C -1.099 1.807 1.193
C -1.299 2.832 0.115
C -0.559 3.954 0.058
C -0.571 4.911 -1.038
C 0.281 6.037 -0.966
C 0.277 7.002 -1.969
C -0.574 6.861 -3.078
C -1.400 5.731 -3.173
C -1.394 4.754 -2.176
H -2.344 3.414 3.949
H -2.663 3.877 2.249
H -3.320 2.350 2.886
H 1.791 2.003 2.538
H 1.919 -0.484 2.630
H 1.592 0.249 4.217
H -0.557 0.147 5.276
H -2.711 -1.060 5.547
H -3.468 -2.679 3.793
H -1.999 -3.101 1.809
H 0.258 -2.056 1.676
H 1.829 0.201 0.426
H -1.000 0.340 -0.877
H 1.853 -0.168 -2.001
H 2.004 0.175 -4.438
H 0.960 0.013 -6.701
H -1.511 -0.316 -6.912
H -2.921 -0.421 -4.850
H -1.876 -0.269 -2.608
H -1.828 0.987 1.046
H -2.082 2.602 -0.611
H 0.116 4.197 0.888
H 0.939 6.122 -0.099
H 0.935 7.866 -1.887
H -0.585 7.622 -3.861
H -2.055 5.612 -4.037
H -2.024 3.863 -2.260
```

Summary:
Energy above the lowest of the compared OMol25 structures with the same formula, charge and spin ... 0.915 eV
HOMO level ... -0.380 hartree
E_LUMO ... -4.33 eV
F_max ... 2.8 eV Å⁻¹
Total charge ... +1


2.
ORCA calculation (ωB97M-V with the def2-TZVPD basis set) on a structure of composition C33H35NO4PdS.

Structure (XYZ):
```
75
C33H35NO4PdS, DFT ωB97M-V with the def2-TZVPD basis set
Pd -0.051 0.649 0.583
C 1.798 0.988 1.916
C 0.848 2.072 1.900
C -0.060 1.844 2.989
C 0.392 0.716 3.722
C 1.517 0.182 3.066
C 2.371 -0.954 3.514
C -0.159 0.270 5.035
C -1.172 2.764 3.357
C 0.974 3.375 1.162
C 3.092 0.908 1.170
H 3.316 -0.561 3.895
H 2.603 -1.617 2.681
H 1.902 -1.532 4.306
H 0.357 0.793 5.843
H -0.011 -0.796 5.183
H -1.219 0.497 5.117
H -0.790 3.590 3.964
H -1.939 2.249 3.932
H -1.629 3.179 2.459
H 1.397 4.139 1.819
H -0.009 3.716 0.830
H 1.615 3.267 0.287
H 3.892 1.309 1.799
H 3.043 1.476 0.243
H 3.339 -0.129 0.938
C -0.340 4.193 -7.118
C -0.250 3.347 -5.886
C -0.080 3.918 -4.629
C 0.038 3.122 -3.504
C 0.006 1.747 -3.637
C -0.175 1.156 -4.875
C -0.310 1.959 -5.992
S 0.414 0.727 -2.220
O 1.095 1.596 -1.264
O 1.234 -0.359 -2.691
N -0.893 0.089 -1.513
C -2.162 0.474 -1.834
C -2.765 1.682 -0.765
O -3.909 1.944 -1.017
O -1.930 2.066 0.035
H -0.673 5.203 -6.893
H -1.026 3.749 -7.835
H 0.642 4.254 -7.587
H -0.029 4.993 -4.535
H 0.182 3.548 -2.523
H -0.178 0.079 -4.948
H -0.449 1.507 -6.962
H -2.882 -0.324 -1.645
H -2.282 0.922 -2.825
C 2.453 -5.970 0.273
C 2.953 -5.073 -0.658
C 2.431 -3.796 -0.741
C 1.393 -3.402 0.106
C 0.896 -4.311 1.038
C 1.427 -5.584 1.123
C 0.851 -2.048 -0.022
C -0.281 -1.595 0.494
C -1.512 -1.956 1.065
C -2.511 -2.635 0.320
C -3.737 -2.905 0.884
C -4.026 -2.519 2.189
C -3.058 -1.859 2.938
C -1.829 -1.574 2.394
H 2.864 -6.965 0.342
H 3.752 -5.378 -1.320
H 2.799 -3.095 -1.477
H 0.089 -4.005 1.688
H 1.043 -6.283 1.852
H 1.449 -1.390 -0.657
H -2.294 -2.928 -0.698
H -4.499 -3.409 0.304
H -5.001 -2.712 2.610
H -3.275 -1.551 3.951
H -1.074 -1.046 2.959
```

Summary:
HOMO level (alpha / beta) ... -0.250 / -0.288 hartree
E_LUMO (alpha / beta) ... 0.68 / -2.03 eV
F_max ... 1.4 eV Å⁻¹
Multiplicity ... 5
Total charge ... 0


3.
ORCA calculation (ωB97M-V with the def2-TZVPD basis set) on a structure of composition C33H36BF9N3OP2TeTi.

Structure (XYZ):
```
87
C33H36BF9N3OP2TeTi, DFT ωB97M-V with the def2-TZVPD basis set
Ti 0.506 -0.542 2.169
C -0.451 -1.925 -1.803
P 0.634 -2.145 -0.313
C 2.110 -2.790 -1.164
C 3.021 -1.823 -1.588
C 4.142 -2.168 -2.326
C 4.365 -3.499 -2.647
C 3.461 -4.469 -2.236
C 2.336 -4.121 -1.500
C -0.014 -3.635 0.547
C 0.862 -4.407 1.314
C 0.390 -5.452 2.088
C -0.971 -5.737 2.125
C -1.850 -4.964 1.386
C -1.373 -3.914 0.610
C -1.693 -1.128 -1.624
C -2.961 -1.597 -1.371
C -3.707 -0.561 -0.802
C -2.875 0.578 -0.704
C -3.162 1.780 -0.117
P -1.027 1.619 -2.251
C 0.140 1.083 -3.565
C 0.231 -0.068 -4.344
C 1.183 -0.185 -5.348
C 2.055 0.860 -5.615
C 1.957 2.029 -4.874
C 1.018 2.132 -3.858
C -2.448 1.998 -3.343
C -3.020 3.260 -3.246
C -4.122 3.599 -4.022
C -4.669 2.666 -4.888
C -4.110 1.396 -4.985
C -3.003 1.067 -4.220
N -1.629 0.239 -1.310
H -0.665 -2.928 -2.179
H 0.248 -1.452 -2.487
H 2.857 -0.785 -1.327
H 4.841 -1.404 -2.639
H 5.243 -3.781 -3.214
H 3.631 -5.508 -2.487
H 1.637 -4.891 -1.201
H 1.922 -4.179 1.327
H 1.085 -6.034 2.679
H -1.342 -6.540 2.748
H -2.913 -5.164 1.416
H -2.081 -3.297 0.077
H -3.272 -2.620 -1.515
H -4.718 -0.604 -0.432
H -2.448 2.588 -0.048
H -4.139 1.922 0.319
H -0.463 -0.885 -4.218
H 1.230 -1.097 -5.929
H 2.791 0.770 -6.402
H 2.620 2.861 -5.076
H 0.973 3.043 -3.270
H -2.599 3.985 -2.559
H -4.556 4.587 -3.939
H -5.531 2.925 -5.488
H -4.536 0.665 -5.660
H -2.571 0.076 -4.308
N 0.108 1.235 1.043
C 0.761 2.490 1.533
C 1.026 3.450 0.390
C 2.258 3.064 -0.410
N 2.237 1.640 -0.787
H 0.469 1.062 0.098
H -0.896 1.410 0.957
H 1.687 2.226 2.045
H 0.089 2.908 2.280
H 1.181 4.454 0.793
H 0.145 3.489 -0.261
H 3.157 3.296 0.172
H 2.296 3.669 -1.317
H 2.712 1.495 -1.670
H 2.729 1.091 -0.085
F -3.465 -1.039 2.813
B -2.208 -0.645 3.059
F -1.484 -1.332 3.985
F -2.023 0.714 3.105
F -1.337 -1.011 1.695
F 3.357 1.242 3.476
Te 3.321 -0.653 3.214
F 3.653 -2.350 2.405
F 0.744 0.430 3.650
F 0.988 -2.059 3.057
F 4.981 -0.286 2.485
O 2.258 -0.288 1.656
```

Summary:
Energy above the lowest of the compared OMol25 structures with the same formula, charge and spin ... 2.305 eV
HOMO level (alpha / beta) ... -0.255 / -0.321 hartree
E_LUMO (alpha / beta) ... -0.71 / -0.71 eV
F_max ... 1.0 eV Å⁻¹
Multiplicity ... 2
Total charge ... 0


4.
ORCA calculation (ωB97M-V with the def2-TZVPD basis set) on a structure of composition C33H36Cl3GeNPTi.

Structure (XYZ):
```
76
C33H36Cl3GeNPTi, DFT ωB97M-V with the def2-TZVPD basis set
Ti -0.352 -0.298 -0.022
C 0.504 -1.263 1.741
C 1.065 0.050 1.638
C 0.468 1.092 2.370
C -0.743 0.902 2.995
C -1.374 -0.353 2.956
C -0.728 -1.433 2.389
H 1.091 -2.131 1.465
H 2.076 0.183 1.240
H 0.994 2.034 2.477
H -1.202 1.706 3.550
H -2.329 -0.473 3.447
H -1.147 -2.432 2.473
C 0.198 4.842 -2.966
C -0.922 3.970 -3.452
C -1.709 4.470 -4.487
C -2.747 3.747 -5.040
C -3.007 2.464 -4.586
C -2.232 1.940 -3.570
C -1.207 2.683 -2.979
P -0.441 1.813 -1.553
C 1.270 2.403 -1.398
C 1.751 2.944 -0.207
C 3.102 3.191 -0.045
C 3.985 2.876 -1.066
C 3.510 2.330 -2.248
C 2.158 2.088 -2.440
C 1.667 1.508 -3.726
C -1.458 2.552 -0.217
C -1.479 3.897 0.132
C -2.311 4.343 1.145
C -3.151 3.447 1.787
C -3.169 2.116 1.420
C -2.339 1.628 0.403
C -2.374 0.230 -0.043
H -0.127 5.879 -2.917
H 1.033 4.791 -3.665
H 0.569 4.545 -1.992
H -1.500 5.463 -4.860
H -3.344 4.178 -5.831
H -3.804 1.878 -5.020
H -2.416 0.928 -3.226
H 1.049 3.196 0.578
H 3.465 3.626 0.874
H 5.043 3.050 -0.942
H 4.209 2.086 -3.034
H 2.493 1.108 -4.309
H 1.161 2.264 -4.328
H 0.949 0.707 -3.530
H -0.843 4.606 -0.378
H -2.312 5.386 1.422
H -3.809 3.802 2.566
H -3.858 1.442 1.913
H -2.687 0.145 -1.093
H -3.042 -0.396 0.566
Cl -2.191 -4.649 -2.805
C -2.022 -2.936 -2.562
Cl -0.856 -2.386 -4.245
Cl -3.496 -2.058 -2.949
C -1.582 -2.559 -1.296
N -0.536 -1.992 -0.873
C 1.861 -4.181 -2.434
Ge 2.201 -2.392 -1.634
C 3.475 -1.360 -2.756
C 3.157 -2.780 0.089
C 0.522 -1.322 -1.538
H 2.801 -4.716 -2.552
H 1.388 -4.094 -3.406
H 1.208 -4.769 -1.797
H 4.405 -1.903 -2.888
H 3.701 -0.404 -2.289
H 3.052 -1.173 -3.737
H 4.124 -3.204 -0.168
H 2.628 -3.525 0.680
H 3.333 -1.894 0.695
H 0.253 -1.056 -2.568
```

Summary:
Energy above the lowest of the compared OMol25 structures with the same formula, charge and spin ... 1.347 eV
HOMO level (alpha / beta) ... -0.257 / -0.264 hartree
E_LUMO (alpha / beta) ... -0.21 / -0.59 eV
F_max ... 1.7 eV Å⁻¹
Multiplicity ... 2
Total charge ... 0


5.
ORCA calculation (ωB97M-V with the def2-TZVPD basis set) on a structure of composition C33H36FeN5O2S2.

Structure (XYZ):
```
79
C33H36FeN5O2S2, DFT ωB97M-V with the def2-TZVPD basis set
Fe 0.057 -0.473 -0.050
C -0.927 1.018 1.305
C -1.952 0.181 0.775
C -2.034 0.490 -0.648
C -0.954 1.354 -0.925
C -0.312 1.751 0.277
C 0.587 2.965 0.429
C -0.354 4.181 0.403
C 1.353 2.974 1.752
C 1.584 3.088 -0.727
C -3.135 0.357 -1.711
C -2.553 0.442 -3.134
C -4.038 -0.876 -1.626
C -4.023 1.607 -1.517
C -2.847 -0.619 1.742
C -2.115 -0.837 3.076
C -3.248 -2.016 1.241
C -4.109 0.210 2.028
H -0.695 1.122 2.353
H -0.743 1.779 -1.895
H -1.085 4.121 1.214
H -0.898 4.234 -0.543
H 0.222 5.105 0.524
H 0.676 2.966 2.611
H 1.956 3.883 1.817
H 2.023 2.120 1.832
H 1.077 3.156 -1.694
H 2.261 2.233 -0.756
H 2.185 3.993 -0.604
H -1.771 -0.300 -3.306
H -2.156 1.435 -3.358
H -3.351 0.247 -3.853
H -3.472 -1.804 -1.568
H -4.656 -0.918 -2.525
H -4.718 -0.809 -0.778
H -3.434 2.524 -1.589
H -4.520 1.597 -0.545
H -4.795 1.629 -2.294
H -1.159 -1.340 2.913
H -2.726 -1.482 3.709
H -1.954 0.095 3.628
H -2.388 -2.558 0.853
H -4.015 -1.990 0.474
H -3.648 -2.593 2.078
H -3.851 1.233 2.317
H -4.678 -0.246 2.845
H -4.762 0.254 1.154
O 6.824 -0.564 -2.525
N 6.783 -0.702 -1.321
O 7.759 -0.765 -0.609
C 5.444 -0.616 -0.659
C 5.461 -0.666 0.675
C 4.251 -0.570 1.433
C 4.222 -0.639 2.835
C 3.017 -0.552 3.479
C 1.856 -0.387 2.710
N 1.869 -0.305 1.398
C 3.047 -0.409 0.765
C 3.024 -0.359 -0.678
N 1.810 -0.195 -1.246
C 1.728 -0.147 -2.556
C 2.847 -0.269 -3.380
C 4.083 -0.436 -2.821
C 4.212 -0.470 -1.417
H 6.410 -0.776 1.181
H 5.148 -0.766 3.385
H 2.944 -0.613 4.556
H 0.880 -0.323 3.185
H 0.737 -0.006 -2.969
H 2.728 -0.242 -4.455
H 4.951 -0.541 -3.447
S 0.361 -2.657 0.748
C -0.529 -3.262 -0.582
S -0.695 -2.020 -1.762
C -1.070 -4.511 -0.678
C -0.895 -5.467 0.379
N -0.743 -6.225 1.234
C -1.863 -4.870 -1.822
N -2.507 -5.152 -2.735
```

Summary:
Energy above the lowest of the compared OMol25 structures with the same formula, charge and spin ... 0.279 eV
HOMO level (alpha / beta) ... -0.288 / -0.284 hartree
E_LUMO (alpha / beta) ... -1.68 / -1.68 eV
F_max ... 1.8 eV Å⁻¹
Multiplicity ... 2
Total charge ... 0


6.
ORCA calculation (ωB97M-V with the def2-TZVPD basis set) on a structure of composition C33H36N7O2SiV.

Structure (XYZ):
```
80
C33H36N7O2SiV, DFT ωB97M-V with the def2-TZVPD basis set
V 2.495 0.734 0.740
O 2.435 -0.456 -3.005
C 2.675 -0.128 -1.846
N 2.229 1.016 -1.223
C 1.689 2.106 -1.784
C 1.682 2.453 -3.099
C 1.102 3.669 -3.469
C 0.604 4.548 -2.485
C 0.623 4.202 -1.099
C 1.110 2.934 -0.774
N 1.299 2.534 0.500
C 1.434 3.433 1.569
O 0.851 4.532 1.687
C 2.235 2.868 2.696
C 2.412 3.611 3.914
C 3.434 3.214 4.746
C 4.285 2.169 4.346
C 4.130 1.584 3.127
N 3.057 1.931 2.274
C 3.307 -0.915 -0.738
C 4.594 -1.384 -0.811
C 5.175 -1.642 0.429
C 4.483 -1.611 1.643
C 3.136 -1.173 1.660
N 2.383 -1.232 0.403
H 1.982 1.709 -3.809
H 1.030 3.829 -4.530
H -0.089 5.353 -2.741
H 0.289 4.856 -0.310
H 1.706 4.444 4.012
H 3.543 3.605 5.712
H 5.102 1.787 4.946
H 4.791 0.785 2.762
H 5.097 -1.569 -1.804
H 6.185 -1.976 0.466
H 4.970 -1.864 2.644
H 2.568 -1.223 2.622
C -4.960 2.959 0.569
C -3.733 2.997 -0.491
N -3.615 1.767 -1.153
C -4.287 0.558 -0.887
N -3.820 -0.492 -1.567
C -4.640 -1.675 -1.599
C -5.449 -1.873 -0.310
C -6.321 -0.624 0.013
N -5.499 0.624 -0.259
C -6.081 1.979 0.033
H -5.294 3.944 0.890
H -4.523 2.500 1.471
H -2.819 3.240 0.056
H -3.921 3.752 -1.251
H -2.907 1.742 -1.853
H -4.020 -2.572 -1.743
H -5.452 -1.667 -2.432
H -4.853 -2.176 0.558
H -6.214 -2.659 -0.446
H -6.592 -0.567 1.099
H -7.148 -0.474 -0.717
H -6.731 1.767 0.955
H -6.647 2.416 -0.795
C -0.375 -1.203 -0.791
Si 0.846 -2.279 0.250
C 0.178 -2.310 2.019
C 1.368 -3.856 -0.561
C 1.277 -5.096 0.123
C 1.431 -6.301 -0.534
C 1.533 -6.319 -1.941
C 1.769 -5.112 -2.570
C 1.742 -3.878 -1.884
H -0.432 -1.555 -1.859
H -0.199 -0.132 -0.887
H -1.359 -1.447 -0.509
H -0.185 -1.326 2.282
H 0.859 -2.756 2.809
H -0.722 -2.936 1.920
H 1.088 -5.146 1.201
H 1.344 -7.251 -0.036
H 1.571 -7.264 -2.463
H 1.953 -5.067 -3.634
H 1.804 -2.964 -2.445
```

Summary:
Energy above the lowest of the compared OMol25 structures with the same formula, charge and spin ... 3.624 eV
HOMO level (alpha / beta) ... -0.255 / -0.248 hartree
E_LUMO (alpha / beta) ... -0.71 / -0.67 eV
F_max ... 4.6 eV Å⁻¹
Multiplicity ... 3
Total charge ... 0


> Which of these has the highest F_max?

C33H36N7O2SiV